No. 1
Molecular formula: C30H44B2IrN8O3
Method: DFT, ωB97M-V/def2-TZVPD

Geometry as XYZ:
```
88
Properties=species:S:1:pos:R:3:forces:R:3:lowdin_charge:R:1
Ir -0.200 0.001 -0.057 0.23 -0.55 -0.33 1.58
C -2.446 -1.437 -3.778 0.03 -0.01 0.04 -0.03
C -1.554 -2.280 -2.856 -0.01 -0.04 -0.04 -0.34
C -2.108 -2.376 -1.447 0.09 -0.03 -0.01 -0.05
C -0.153 -1.752 -2.840 -0.02 0.22 0.07 -0.22
C 0.823 -1.882 -3.826 0.05 -0.04 -0.07 0.03
C 1.941 -1.235 -3.340 -0.01 -0.02 -0.05 -0.01
N 1.657 -0.747 -2.129 -0.03 0.20 -0.02 -0.02
N 0.375 -1.054 -1.816 -0.14 -0.36 -0.21 -0.01
B 2.553 -0.061 -1.090 0.08 -0.07 -0.12 -0.52
N 2.484 -0.864 0.195 -0.14 0.03 0.04 -0.03
C 3.484 -1.536 0.753 0.04 -0.06 -0.07 -0.01
C 3.019 -2.122 1.896 0.11 -0.02 0.11 0.01
C 1.681 -1.764 2.020 -0.04 0.22 -0.11 -0.18
N 1.337 -0.976 0.948 0.25 -0.34 0.34 -0.01
C 0.953 -2.285 3.238 -0.13 -0.14 -0.14 -0.35
C 0.791 -3.807 3.101 -0.01 0.02 0.01 -0.04
C -0.363 -1.651 3.599 -0.06 0.19 -0.01 -0.05
N 2.059 1.368 -0.732 -0.15 -0.01 -0.02 0.00
C 2.718 2.504 -0.930 0.09 -0.02 -0.13 -0.01
C 1.977 3.548 -0.433 0.00 0.13 -0.08 0.01
C 0.809 3.007 0.091 0.01 -0.24 -0.12 -0.18
N 0.874 1.652 -0.097 0.02 0.68 0.55 -0.03
C -0.211 3.891 0.764 0.03 0.00 0.05 -0.34
C -1.454 3.222 1.297 -0.07 0.00 -0.06 -0.05
C 0.479 4.639 1.917 0.04 0.05 -0.04 -0.04
H -3.454 -1.852 -3.805 0.01 0.01 0.00 0.09
H -2.058 -1.425 -4.796 0.00 0.01 -0.01 0.09
H -2.502 -0.407 -3.422 -0.02 0.00 0.01 0.06
H -1.499 -3.285 -3.280 0.03 -0.01 0.00 0.15
H -2.160 -1.376 -1.006 -0.07 -0.01 -0.07 0.03
H -1.498 -3.022 -0.813 0.00 0.03 0.00 0.10
H -3.125 -2.767 -1.434 -0.01 0.04 -0.01 0.11
H 0.728 -2.407 -4.761 0.00 0.00 0.01 0.13
H 2.922 -1.102 -3.766 0.00 -0.01 0.01 0.14
H 3.662 -0.001 -1.522 0.01 0.08 0.11 0.14
H 4.458 -1.547 0.293 -0.01 0.02 0.00 0.15
H 3.574 -2.725 2.595 -0.01 0.01 0.00 0.13
H 1.648 -2.095 4.059 0.04 -0.01 -0.02 0.15
H 0.174 -4.050 2.232 -0.02 0.00 0.02 0.09
H 0.300 -4.205 3.989 0.00 0.00 -0.01 0.09
H 1.747 -4.314 2.989 0.00 0.00 -0.02 0.08
H -1.111 -1.945 2.869 -0.20 0.00 -0.03 0.07
H -0.288 -0.567 3.658 -0.06 0.05 0.00 0.09
H -0.699 -2.018 4.568 0.01 -0.01 -0.01 0.11
H 3.683 2.488 -1.410 -0.02 0.00 -0.01 0.15
H 2.239 4.592 -0.448 0.01 -0.03 0.05 0.13
H -0.495 4.631 0.008 0.04 -0.03 -0.05 0.15
H -1.194 2.586 2.133 -0.03 -0.06 0.08 0.08
H -1.979 2.631 0.548 -0.02 -0.04 -0.04 0.05
H -2.148 3.976 1.668 0.02 0.02 -0.02 0.11
H 0.756 3.940 2.708 0.00 0.01 -0.01 0.10
H -0.205 5.377 2.336 -0.01 -0.02 0.01 0.10
H 1.378 5.160 1.594 -0.02 0.02 0.03 0.08
C -0.318 2.594 -3.255 -0.06 -0.05 0.00 0.00
N -1.707 2.656 -2.819 0.02 0.13 -0.03 -0.05
C -2.527 3.703 -3.432 -0.01 -0.04 0.02 -0.12
C -3.908 3.152 -3.697 0.00 -0.02 -0.02 -0.13
C -4.490 2.691 -2.383 0.04 0.05 0.00 -0.12
N -3.528 1.877 -1.621 -0.06 -0.05 -0.06 -0.05
C -4.153 1.114 -0.559 -0.05 -0.04 -0.04 0.01
C -2.222 1.809 -1.912 0.58 0.13 -0.02 -0.43
O -1.421 0.940 -1.409 -1.01 -0.06 -0.06 -0.19
H -0.279 2.409 -4.329 -0.01 0.00 0.00 0.11
H 0.205 1.794 -2.744 0.02 -0.03 0.02 0.07
H 0.178 3.542 -3.047 0.01 0.01 0.02 0.10
H -2.039 4.008 -4.355 0.03 0.00 0.00 0.13
H -2.570 4.572 -2.769 0.00 0.02 -0.03 0.14
H -3.834 2.314 -4.393 -0.02 0.02 -0.03 0.13
H -4.551 3.908 -4.144 -0.01 0.00 0.00 0.13
H -5.376 2.077 -2.546 0.00 -0.02 0.03 0.14
H -4.789 3.542 -1.765 0.00 0.01 0.01 0.14
H -4.819 0.353 -0.968 0.02 0.00 -0.02 0.12
H -4.736 1.785 0.073 0.02 0.00 0.01 0.12
H -3.407 0.626 0.042 0.07 -0.04 0.06 0.05
O -2.081 0.631 2.374 -0.24 -0.19 0.12 0.13
B -1.782 -0.171 1.319 0.69 0.30 0.43 -0.70
O -2.608 -1.251 1.174 -0.09 -0.05 0.15 0.11
C -3.480 -1.146 2.273 0.08 -0.12 -0.25 -0.18
C -4.488 -2.002 2.639 -0.08 0.00 0.06 0.04
C -5.178 -1.653 3.799 0.00 -0.05 -0.05 -0.05
C -4.849 -0.517 4.534 0.04 0.06 0.01 -0.05
C -3.818 0.336 4.144 -0.09 -0.01 0.05 0.04
C -3.159 -0.017 2.993 0.18 0.18 -0.02 -0.18
H -4.727 -2.889 2.069 0.00 0.01 0.01 0.13
H -5.987 -2.285 4.139 0.01 0.00 0.01 0.12
H -5.404 -0.293 5.434 0.00 0.01 0.00 0.12
H -3.551 1.217 4.711 0.00 -0.01 0.00 0.13
```
Forces are in eV/Å.

The value obtained for the HOMO energy (spin up / spin down) is -13.980 / -13.971 eV. As for the charge: +2. The calculation puts the energy relative to the best compared isomer or geometry (same formula, charge and spin) at 25.3 kcal/mol. The multiplicity is 2. Its maximum force is 1.02 eV/Å.

=====

No. 2
Molecular formula: C2H4N2S3
Method: DFT, ωB97M-V/def2-TZVPD

Geometry as XYZ:
```
11
Properties=species:S:1:pos:R:3:forces:R:3:nbo_charge:R:1
C -1.024 1.227 -1.046 3.24 3.07 -3.78 -0.17
C 1.085 0.140 0.274 0.75 -0.21 -0.53 -0.31
N -1.718 0.427 -0.525 -2.43 -2.51 1.89 -0.21
N 0.028 -0.073 1.166 0.11 0.52 -0.46 -0.58
S 0.718 1.618 -0.693 -0.53 0.23 0.11 0.24
S 1.810 -1.224 -0.903 -0.93 2.15 -0.47 -0.12
S -0.305 -1.531 1.755 0.37 -0.74 -0.26 0.39
H -1.149 1.725 -2.076 -0.71 -0.43 1.32 0.23
H 1.974 0.529 0.752 0.35 -0.20 0.77 0.24
H 1.760 -0.180 -1.875 0.30 -1.80 0.91 0.16
H -1.547 -1.183 2.047 -0.52 -0.08 0.49 0.12
```
Forces are in eV/Å.

The value obtained for the HOMO energy (spin up / spin down) is -8.551 / -8.932 eV. As for the charge: 0. The calculation puts the energy relative to the best compared isomer or geometry (same formula, charge and spin) at 101.1 kcal/mol. The multiplicity is 1. Its maximum force is 5.85 eV/Å.

=====

No. 3
Molecular formula: C4H2Br2N2O4S
Method: DFT, ωB97M-V/def2-TZVPD

Geometry as XYZ:
```
15
Properties=species:S:1:pos:R:3:forces:R:3:nbo_charge:R:1
C -0.304 -0.002 0.901 0.33 2.05 3.78 -0.37
C 0.010 -1.332 0.783 0.40 -5.09 -2.22 0.10
C -1.165 0.642 0.114 0.46 -0.75 -0.76 -0.24
C 3.039 0.094 -0.291 0.34 0.03 0.07 -0.34
N 0.104 -2.411 0.294 -0.59 4.57 1.80 0.25
N 4.048 0.889 -0.552 -0.78 -0.32 0.08 0.37
O 0.229 -3.493 -0.133 0.36 -2.02 -0.61 -0.36
O 3.358 2.025 -1.059 0.02 0.69 -0.62 -0.52
O 0.991 1.053 -1.812 -0.08 -0.15 -1.20 -0.87
O 5.229 0.841 -0.380 0.09 0.57 -0.26 -0.35
S 1.784 1.382 -0.676 1.37 -0.28 1.46 1.53
Br -1.479 2.455 0.199 -0.26 0.41 0.19 0.13
Br 3.477 -1.440 0.628 -0.56 -0.41 0.15 0.17
H 0.150 0.361 1.929 -1.09 0.26 -2.37 0.26
H -1.541 0.123 -0.779 -0.01 0.45 0.50 0.24
```
Forces are in eV/Å.

The value obtained for the HOMO energy is -9.223 eV. As for the charge: 0. The calculation puts the energy relative to the best compared isomer or geometry (same formula, charge and spin) at 43.5 kcal/mol. The multiplicity is 1. Its maximum force is 5.57 eV/Å.

=====

No. 4
Molecular formula: C19H22AuIN6O7
Method: DFT, ωB97M-V/def2-TZVPD

Geometry as XYZ:
```
56
Properties=species:S:1:pos:R:3:forces:R:3:nbo_charge:R:1
C -2.694 3.629 -3.541 0.42 -1.25 -1.54 -0.81
I -1.855 0.289 -4.192 -0.98 -0.52 -2.75 -0.66
H -1.823 3.442 -4.367 -1.63 0.27 2.59 0.25
H -2.728 4.714 -3.244 -0.35 -0.89 -0.20 0.19
H -3.545 3.214 -4.171 0.41 1.27 0.64 0.25
C -0.458 -3.208 -2.480 0.42 1.45 -0.58 -0.09
C 0.581 -2.654 -3.160 -0.79 -0.43 1.07 -0.10
N 0.718 -1.320 -2.820 -1.55 -1.82 1.26 -0.44
C -0.288 -1.057 -1.925 -0.95 1.19 -2.04 0.18
N -1.083 -2.168 -1.811 1.94 0.53 -0.46 -0.44
H -0.828 -4.190 -2.365 -0.09 -0.85 -0.30 0.20
H 1.206 -3.115 -3.828 1.56 -1.09 -1.37 0.19
C -0.252 3.310 1.770 -0.17 -0.44 0.06 -0.09
C -0.628 2.215 -0.213 0.94 1.23 -0.43 0.17
N -0.926 2.268 1.110 -0.09 0.11 -0.06 -0.40
H 1.210 4.728 0.936 -0.32 -0.22 -0.22 0.21
N 0.219 3.282 -0.402 -0.02 0.21 1.79 -0.40
H -0.357 3.444 2.875 0.24 -0.07 -1.42 0.22
Au -0.818 0.959 -1.909 -1.12 1.26 1.55 0.70
C -2.766 2.497 -2.453 1.34 -0.09 -0.18 0.45
O -3.270 2.329 -1.380 -1.24 1.58 -0.53 -0.64
C 0.481 3.929 0.817 0.01 -0.09 -0.14 -0.08
C 0.854 3.614 -1.655 0.16 -0.14 -0.27 -0.41
H 1.955 3.619 -1.536 -0.52 -0.03 -0.09 0.20
H 0.504 4.591 -2.044 0.16 -0.44 0.22 0.19
H 0.551 2.805 -2.352 0.30 0.62 0.15 0.24
C -1.810 1.389 1.861 0.02 -0.22 0.43 -0.39
H -2.399 2.008 2.546 -0.06 0.00 -0.19 0.18
H -1.234 0.697 2.491 0.00 0.03 -0.38 0.22
H -2.492 0.818 1.230 0.33 0.19 -0.21 0.24
C -2.268 -2.321 -1.035 -0.48 -0.50 0.90 -0.38
H -2.792 -3.192 -1.418 -0.13 -0.14 -0.16 0.18
H -2.976 -1.492 -1.074 0.46 0.28 -0.29 0.22
H -2.055 -2.533 0.022 0.13 0.22 -0.21 0.21
C 1.523 -0.310 -3.477 0.22 -0.14 0.36 -0.41
H 1.533 0.551 -2.771 0.33 -0.54 -0.59 0.24
H 1.085 0.004 -4.447 0.20 -0.25 0.54 0.22
H 2.530 -0.750 -3.605 -0.27 0.49 -0.02 0.19
O 1.662 0.559 0.210 1.50 0.25 -0.06 -0.72
C 1.002 -0.404 0.581 -2.95 0.59 -0.13 0.77
O -0.121 -0.744 0.012 2.21 -0.95 3.30 -0.78
C 1.270 -1.109 1.890 1.50 -1.12 1.30 -0.16
C 0.420 -2.139 2.255 -0.65 -0.93 0.61 -0.18
C 0.654 -2.988 3.370 0.62 1.28 -0.46 -0.03
C 1.786 -2.837 4.153 0.14 -0.69 0.67 -0.18
C 2.656 -1.789 3.840 1.79 0.74 0.46 0.01
C 2.398 -0.920 2.724 -0.19 -0.11 0.14 -0.20
N 3.903 -1.624 4.636 -3.20 -0.02 -2.36 0.40
O 4.071 -2.401 5.604 0.52 -0.40 0.80 -0.59
O 4.682 -0.693 4.287 0.38 0.11 0.24 -0.59
N -0.302 -4.025 3.672 -0.23 -1.29 0.11 0.52
O -1.294 -4.122 2.930 0.93 -0.16 1.26 -0.42
O -0.057 -4.813 4.619 -0.72 1.22 -1.47 -0.43
H -0.459 -2.335 1.687 -0.30 0.04 -0.44 0.24
H 2.023 -3.535 4.979 -0.21 0.72 -0.65 0.26
H 3.099 -0.114 2.569 0.03 -0.06 -0.22 0.25
```
Forces are in eV/Å.

The value obtained for the HOMO energy (spin up / spin down) is 0.221 / -0.631 eV. As for the charge: -2. The calculation puts the energy relative to the best compared isomer or geometry (same formula, charge and spin) at 61.2 kcal/mol. The multiplicity is 3. Its maximum force is 4.09 eV/Å.

=====

No. 5
Molecular formula: C15H12N8NiO9
Method: DFT, ωB97M-V/def2-TZVPD

Geometry as XYZ:
```
45
Properties=species:S:1:pos:R:3:forces:R:3:nbo_charge:R:1
Ni 0.129 -0.661 -0.303 0.11 0.00 -0.27 1.52
C -3.323 -2.663 -1.745 -0.03 0.02 0.00 -0.71
C -2.393 -1.513 -1.451 0.08 -0.09 0.09 0.62
O -1.332 -1.834 -0.861 -0.17 0.10 -0.02 -0.72
C -2.739 -0.174 -1.835 -0.01 0.07 -0.02 -0.34
C -3.998 0.050 -2.454 -0.03 0.00 -0.02 -0.12
C -4.403 1.286 -2.865 -0.01 -0.04 0.00 -0.29
C -3.536 2.380 -2.673 0.00 0.03 0.00 -0.16
C -2.316 2.216 -2.088 0.04 -0.10 0.03 -0.25
C -1.860 0.939 -1.639 -0.11 0.15 -0.02 0.44
O -0.691 0.887 -1.103 0.06 -0.16 0.00 -0.80
H -2.856 -3.575 -1.387 -0.01 -0.02 -0.01 0.24
H -3.524 -2.747 -2.813 0.03 0.01 0.00 0.24
H -4.281 -2.526 -1.241 0.03 0.00 0.02 0.24
H -4.662 -0.791 -2.599 0.00 0.03 -0.01 0.21
H -5.369 1.427 -3.328 0.00 -0.02 0.01 0.22
H -3.843 3.369 -2.992 0.00 -0.01 0.00 0.21
H -1.649 3.054 -1.934 0.02 -0.01 0.01 0.21
O 4.230 -0.582 6.300 -0.07 -0.11 0.02 -0.37
N 4.213 -1.267 5.296 0.28 0.18 -0.15 0.54
O 5.037 -2.120 5.021 -0.13 -0.01 0.09 -0.38
C 3.159 -1.007 4.322 -0.01 -0.12 -0.04 -0.06
C 3.103 -1.759 3.176 -0.09 0.16 0.10 -0.11
C 2.104 -1.513 2.241 0.07 -0.05 0.00 -0.14
C 1.115 -0.486 2.404 -0.13 0.17 -0.01 0.50
O 0.254 -0.112 1.561 0.10 -0.14 0.25 -0.74
C 1.237 0.209 3.657 0.05 -0.02 0.18 -0.06
C 2.224 -0.002 4.574 -0.12 -0.06 -0.15 -0.11
N 0.244 1.244 3.973 -0.05 0.15 -0.29 0.53
O 0.668 2.295 4.421 -0.03 -0.09 0.06 -0.38
O -0.919 0.987 3.761 0.08 -0.01 0.17 -0.33
N 2.112 -2.384 1.088 0.20 -0.09 0.13 0.55
O 1.116 -2.444 0.362 -0.22 0.15 -0.20 -0.46
O 3.090 -3.066 0.881 -0.01 -0.06 0.02 -0.35
H 3.824 -2.541 3.001 0.02 -0.03 0.01 0.28
H 2.277 0.591 5.474 0.00 0.01 0.01 0.28
N 5.322 -0.384 -1.366 -0.01 -0.04 0.09 -0.59
N 4.071 0.069 -0.979 -0.02 0.03 0.01 0.18
N 3.875 1.290 -0.539 -0.06 -0.01 -0.08 -0.26
C 2.559 1.294 -0.374 -0.06 0.09 0.05 0.15
N 2.026 0.113 -0.698 0.00 -0.07 0.01 -0.39
N 3.011 -0.663 -1.098 0.23 0.02 -0.01 -0.04
H 5.999 0.174 -0.857 -0.01 0.06 -0.03 0.39
H 5.394 -1.352 -1.069 -0.02 -0.06 -0.05 0.39
H 1.986 2.135 -0.024 0.01 -0.02 0.02 0.24
```
Forces are in eV/Å.

The value obtained for the HOMO energy (spin up / spin down) is -8.312 / -8.294 eV. As for the charge: 0. The calculation puts the energy relative to the best compared isomer or geometry (same formula, charge and spin) at 0.0 kcal/mol. The multiplicity is 3. Its maximum force is 0.37 eV/Å.

=====

No. 6
Molecular formula: C3H4O2
Method: DFT, ωB97M-V/def2-TZVPD

Geometry as XYZ:
```
9
Properties=species:S:1:pos:R:3:forces:R:3:nbo_charge:R:1
C 0.513 -1.012 0.002 -0.33 0.10 -0.17 -0.74
C 0.685 0.481 0.095 0.09 1.62 1.46 0.43
C -1.568 1.457 -0.101 -3.84 0.96 -0.77 0.42
O 1.735 1.057 0.058 -0.07 -0.33 -0.39 -0.52
O -2.340 0.671 -0.453 1.77 0.36 0.46 -0.47
H -0.402 1.484 0.411 2.45 -2.83 -0.61 0.17
H -0.310 -1.259 -0.668 -0.03 -0.07 0.03 0.24
H 1.432 -1.489 -0.339 -0.01 0.14 0.00 0.24
H 0.256 -1.389 0.995 -0.03 0.05 -0.02 0.25
```
Forces are in eV/Å.

The value obtained for the HOMO energy is -8.154 eV. As for the charge: 0. The calculation puts the energy relative to the best compared isomer or geometry (same formula, charge and spin) at 76.3 kcal/mol. The multiplicity is 1. Its maximum force is 4.03 eV/Å.